[1]
This record from the Open Molecules 2025 dataset describes a cluster of 10 separate species, C4H27O10S in total. The level of theory is the ωB97M-V functional and the def2-TZVPD basis.

Last columns: bonded neighbours and bond lengths (Å).
Element x y z (Å)
1 C -2.07023 -2.54570 0.89415  O2 1.424, C3 1.525, H7 1.096, H8 1.111
2 O -3.29622 -3.05564 1.40911  C1 1.424, H23 0.958
3 C -2.11835 -1.18310 0.21084  C1 1.525, C4 1.538, H9 1.100, H10 1.165
4 C -3.02612 -0.16199 0.91730  C3 1.538, C5 1.505, H11 1.099, H12 1.101
5 C -2.25077 1.11394 1.10738  C4 1.505, S6 1.857, H13 1.098, H14 1.096
6 S -3.32092 2.37776 1.94687  C5 1.857, H15 1.342
7 H -1.76972 -3.34326 0.20535  C1 1.096
8 H -1.36423 -2.43770 1.74465  C1 1.111
9 H -1.09708 -0.93203 -0.11312  C3 1.100
10 H -2.58432 -1.45118 -0.82272  C3 1.165
11 H -3.96727 -0.09678 0.35294  C4 1.099
12 H -3.38304 -0.55740 1.88097  C4 1.101
13 H -1.92014 1.52865 0.14654  C5 1.098
14 H -1.30121 0.91577 1.61673  C5 1.096
15 H -2.36925 3.25414 2.30295  S6 1.342
16 H 0.58916 0.31598 1.91471  O18 0.964
17 H 1.97659 0.52273 2.15779  O18 0.966
18 O 1.14121 0.67354 2.61920  H16 0.964, H17 0.966
19 H 1.42803 3.86717 1.09068  O21 0.959
20 H 0.83108 2.86302 2.13951  O21 0.960
21 O 0.75208 3.74126 1.75945  H19 0.959, H20 0.960
22 H 1.17715 1.23800 -1.24241  O24 0.965
23 H -3.89395 -2.31535 1.52460  O2 0.958
24 O 1.78817 0.63810 -0.79785  H22 0.965
25 H 2.38987 -0.33202 -2.47435  O27 0.980
26 H 1.85622 -1.65623 -2.88209  O27 0.965
27 O 2.21322 -0.85448 -3.28410  H25 0.980, H26 0.965
28 H 2.77235 1.85199 -1.83563  O30 0.985
29 H 2.58174 2.11804 -3.29520  O30 0.968
30 O 2.82262 2.59048 -2.48542  H28 0.985, H29 0.968
31 H 3.33086 1.15255 0.00922  O33 0.983
32 H 4.39826 2.19055 0.55688  O33 0.960
33 O 3.81569 1.46891 0.80335  H31 0.983, H32 0.960
34 H -1.29337 -2.37940 -3.14515  O36 0.961
35 H -2.37107 -1.24204 -3.33378  O36 0.958
36 O -2.23162 -2.18364 -3.22153  H34 0.961, H35 0.958
37 H 1.06748 -0.75619 -1.13577  O39 1.027
38 H 1.11314 -2.29342 -0.92451  O39 0.964
39 O 0.48260 -1.60062 -1.15190  H37 1.027, H38 0.964
40 H 2.98928 -1.08433 1.56075  O42 0.951
41 H 1.86610 -0.69956 0.27945  O42 0.985
42 O 2.24600 -1.26052 0.99416  H40 0.951, H41 0.985

Calculated values
- E (eV) = -35897.90350
- gap between HOMO and LUMO (eV) = 9.46
- net charge = -1
- lowest unoccupied orbital energy (eV) = 2.818

=====

[2]
This record from the Open Molecules 2025 dataset describes a cluster of 10 separate species, C4H28N2O11 in total. The level of theory is the ωB97M-V functional and the def2-TZVPD basis.

Last columns: bonded neighbours and bond lengths (Å).
Element x y z (Å)
1 C 0.29740 -0.57367 0.40188  C2 1.516, H9 1.089, H10 1.088, H11 1.083
2 C -0.44162 0.67517 0.84104  C1 1.516, C3 1.537, N5 1.447, H12 1.077
3 C 0.25720 1.39495 2.00565  C2 1.537, N4 1.459, H13 1.097, H14 1.098
4 N 0.43064 0.50508 3.14939  C3 1.459, H15 1.001, H16 1.006
5 N -0.58116 1.63476 -0.23238  C2 1.447, C6 1.367, H17 0.995
6 C -1.63863 1.53715 -1.09252  N5 1.367, O7 1.214, O8 1.348
7 O -2.49266 0.67841 -1.01510  C6 1.214
8 O -1.67553 2.53826 -1.99402  C6 1.348, H18 0.962
9 H 0.38404 -1.22537 1.27010  C1 1.089
10 H 1.27176 -0.49054 -0.07568  C1 1.088
11 H -0.28614 -1.09874 -0.34462  C1 1.083
12 H -1.41344 0.37701 1.19644  C2 1.077
13 H 1.25266 1.69974 1.66018  C3 1.097
14 H -0.28617 2.28309 2.35567  C3 1.098
15 H 1.21845 0.62959 3.75457  N4 1.001
16 H -0.44484 0.26425 3.58178  N4 1.006
17 H 0.24751 2.06466 -0.57686  N5 0.995
18 H -0.86560 2.67240 -2.49579  O8 0.962
19 O -2.63751 -1.90766 0.09500  H20 0.975, H21 0.966
20 H -2.35193 -1.00365 -0.13471  O19 0.975
21 H -3.42759 -1.66481 0.59580  O19 0.966
22 O 2.74162 -2.47849 1.23387  H23 0.957, H24 0.967
23 H 3.07961 -1.73850 0.72973  O22 0.957
24 H 2.18975 -2.00507 1.87157  O22 0.967
25 O 0.41084 -1.65001 -2.38190  H26 0.983, H27 0.961
26 H 0.81710 -2.33611 -1.80645  O25 0.983
27 H -0.42533 -2.00623 -2.69327  O25 0.961
28 O -1.15980 -3.94820 0.73629  H29 0.931, H30 0.978
29 H -1.50974 -4.57129 0.13968  O28 0.931
30 H -1.59688 -3.10354 0.50859  O28 0.978
31 O 1.33737 0.90401 -2.53207  H32 0.978, H33 0.956
32 H 0.91142 0.02881 -2.43960  O31 0.978
33 H 1.58670 1.05304 -3.44295  O31 0.956
34 O 1.05589 -3.61257 -0.67184  H35 0.992, H36 0.969
35 H 0.28662 -3.86045 -0.09600  O34 0.992
36 H 1.82132 -3.46697 -0.09646  O34 0.969
37 O -2.90944 1.40990 2.26814  H38 0.962, H39 0.961
38 H -2.41948 2.23141 2.16147  O37 0.962
39 H -3.75218 1.56784 1.83406  O37 0.961
40 O 2.33276 3.52637 0.14620  H41 0.974, H42 0.959
41 H 2.64573 2.63264 -0.08126  O40 0.974
42 H 3.13705 4.04510 0.08162  O40 0.959
43 O 3.22403 0.91589 -0.60695  H44 0.950, H45 0.986
44 H 4.13743 0.84322 -0.85805  O43 0.950
45 H 2.67857 0.86165 -1.42595  O43 0.986

Calculated values
- E (eV) = -30107.02555
- gap between HOMO and LUMO (eV) = 9.07
- structure (SMILES) = C[C@@H](CN)NC(=O)O.O.O.O.O.O.O.O.O.O
- net charge = 0
- lowest unoccupied orbital energy (eV) = 0.150

=====

[3]
This record from the Open Molecules 2025 dataset describes a cluster of 9 separate species, C4H28N3O8 in total. The level of theory is the ωB97M-V functional and the def2-TZVPD basis.

Last columns: bonded neighbours and bond lengths (Å).
Element x y z (Å)
1 C 1.02227 3.73671 -1.31991  C2 1.568, N7 1.566, H8 1.196, H9 1.163
2 C 1.72932 2.52215 -2.01536  C1 1.568, C3 1.545, H10 1.106, H11 0.999
3 C 1.99817 1.68467 -0.74562  C2 1.545, C4 1.361, N6 1.465
4 C 3.28166 1.54651 -0.31473  C3 1.361, N5 1.389, H12 1.014
5 N 3.56093 0.56560 0.62886  C4 1.389, H13 0.982, H14 0.987
6 N 0.83088 1.06514 -0.11272  C3 1.465, H15 1.121, H16 1.057, H17 1.042
7 N -0.44062 3.33084 -0.93421  C1 1.566, H18 1.013, H19 1.009
8 H 1.13378 4.67357 -2.05570  C1 1.196
9 H 1.54056 3.91501 -0.29391  C1 1.163
10 H 2.52792 2.95200 -2.64783  C2 1.106
11 H 1.07748 2.09572 -2.64027  C2 0.999
12 H 3.99057 2.17651 -0.67285  C4 1.014
13 H 2.89570 -0.13418 0.81021  N5 0.982
14 H 4.28619 0.64014 1.29459  N5 0.987
15 H 0.06091 1.87918 -0.09850  N6 1.121
16 H 1.03091 0.95881 0.91988  N6 1.057
17 H 0.46990 0.19837 -0.56465  N6 1.042
18 H -0.66787 3.95241 -0.16667  N7 1.013
19 H -1.11474 3.17807 -1.66974  N7 1.009
20 H 0.11407 -3.46248 -3.76494  O22 1.042
21 H 0.96450 -3.53904 -2.43588  O22 0.960
22 O 0.39695 -2.93060 -2.91453  H20 1.042, H21 0.960
23 H -3.47021 -0.43707 2.05992  O25 0.953
24 H -2.47409 -0.99515 1.28392  O25 0.977
25 O -2.52381 -0.51796 2.13511  H23 0.953, H24 0.977
26 H -1.40979 -2.36890 4.04092  O28 0.926
27 H -1.39836 -1.12939 3.32009  O28 0.910
28 O -0.86054 -1.65140 3.83673  H26 0.926, H27 0.910
29 H 1.06592 0.09430 -2.79788  O31 0.976
30 H 0.25618 -1.26690 -2.77596  O31 1.021
31 O 0.36383 -0.36852 -2.30202  H29 0.976, H30 1.021
32 H -2.69417 -2.64982 0.23778  O34 1.036
33 H -4.41619 -2.33121 0.58931  O34 1.012
34 O -3.50860 -2.01006 0.27701  H32 1.036, H33 1.012
35 H -2.22096 1.51929 1.59643  O37 0.827
36 H -3.07284 2.38460 0.65305  O37 1.010
37 O -2.17802 2.13997 1.05217  H35 0.827, H36 1.010
38 H -1.93229 -4.44805 -1.06037  O40 0.965
39 H -1.47774 -4.77459 0.31010  O40 0.839
40 O -1.72224 -4.13382 -0.17267  H38 0.965, H39 0.839
41 H 0.55115 -2.39015 1.38296  O43 0.971
42 H 0.63318 -1.75360 2.80831  O43 0.864
43 O 1.02035 -1.85370 2.04295  H41 0.971, H42 0.864

Calculated values
- E (eV) = -25443.63108
- gap between HOMO and LUMO (eV) = 8.38
- net charge = +1
- lowest unoccupied orbital energy (eV) = -2.562

=====

[4]
This record from the Open Molecules 2025 dataset describes a cluster of 9 separate species, C4H29N2O8S in total. The level of theory is the ωB97M-V functional and the def2-TZVPD basis.

Last columns: bonded neighbours and bond lengths (Å).
Element x y z (Å)
1 N -0.44679 -0.77771 0.45093  C2 1.532, H8 1.024, H9 1.008, H10 1.032
2 C 0.87286 -0.13385 0.01343  N1 1.532, C3 1.537, C5 1.551, H11 1.113
3 C 0.80695 0.08194 -1.50713  C2 1.537, S4 1.841, H12 1.081, H13 1.150
4 S 2.25081 -0.45447 -2.51571  C3 1.841, H14 1.315
5 C 0.92544 1.18594 0.82651  C2 1.551, N6 1.508, H15 1.079, H16 1.097
6 N 1.44719 0.83912 2.19795  C5 1.508, C7 1.459, H17 1.049
7 C 0.87693 1.66236 3.25857  N6 1.459, H18 1.131, H19 1.136, H20 1.092
8 H -1.00254 -1.07392 -0.35697  N1 1.024
9 H -1.02175 -0.35954 1.16613  N1 1.008
10 H -0.27354 -1.58631 1.06810  N1 1.032
11 H 1.81543 -0.66884 0.26586  C2 1.113
12 H -0.20298 -0.12043 -1.83384  C3 1.081
13 H 0.72630 1.18874 -1.81052  C3 1.150
14 H 2.86646 -0.87392 -1.43248  S4 1.315
15 H 1.43675 1.96693 0.28440  C5 1.079
16 H -0.07929 1.52548 1.10783  C5 1.097
17 H 2.49101 0.88134 2.09739  N6 1.049
18 H 0.98862 1.19509 4.28253  C7 1.131
19 H -0.25275 1.73384 3.16539  C7 1.136
20 H 1.17345 2.69355 3.46066  C7 1.092
21 H 3.49456 -3.34719 -0.09569  O23 0.954
22 H 2.05650 -4.08348 -0.52436  O23 0.961
23 O 2.57307 -3.29498 -0.33532  H21 0.954, H22 0.961
24 H -2.24293 1.22851 -1.66371  O26 0.972
25 H -3.03130 0.11364 -1.79782  O26 1.026
26 O -2.38068 0.46036 -1.08440  H24 0.972, H25 1.026
27 H -3.29293 -0.03671 2.73459  O29 0.964
28 H -3.46995 0.25816 4.11135  O29 0.969
29 O -3.16188 0.72041 3.31744  H27 0.964, H28 0.969
30 H -2.87762 -3.41651 1.02713  O32 0.974
31 H -3.32152 -2.13244 0.47998  O32 0.969
32 O -2.53102 -2.51705 0.88682  H30 0.974, H31 0.969
33 H -4.54821 0.79494 0.27816  O35 0.990
34 H -4.16064 1.18713 1.61451  O35 0.957
35 O -4.91159 0.76476 1.19858  H33 0.990, H34 0.957
36 H 3.51660 -0.84376 1.86169  O38 0.962
37 H 4.36964 -0.96529 0.54146  O38 0.960
38 O 3.73925 -1.40703 1.11461  H36 0.962, H37 0.960
39 H -1.20037 -0.30742 -4.13485  O41 0.970
40 H -1.54741 1.18233 -4.31898  O41 0.972
41 O -1.75748 0.40226 -3.77823  H39 0.970, H40 0.972
42 H 0.25582 3.36806 -1.29172  O44 0.961
43 H 1.52651 4.05360 -1.68445  O44 0.972
44 O 1.14261 3.16486 -1.60047  H42 0.961, H43 0.972

Calculated values
- E (eV) = -34806.08214
- gap between HOMO and LUMO (eV) = 8.88
- net charge = +1
- lowest unoccupied orbital energy (eV) = -2.748

=====

no.,strongest force on any atom (Eh/bohr)
1,0.0725
2,0.0364
3,0.2508
4,0.0659